No. 1
Below is 4 unconnected molecules or ions with the total composition C37H66FN2O10, with properties calculated with wB97M-V/def2-TZVPD.

Structure (XYZ):
```
116
Properties=species:S:1:pos:R:3:mulliken_charge:R:1
C 1.536 3.517 0.895 -0.21
C 1.950 2.396 0.965 -0.79
N 2.539 1.094 1.131 1.05
C 3.560 0.961 0.039 -0.88
N 2.995 1.063 -1.311 -0.46
C 3.237 1.126 2.472 -2.06
C 3.861 -0.234 2.915 2.81
C 3.853 -0.216 4.492 -0.95
C 4.125 -1.320 5.258 -1.01
C 5.355 -0.459 2.487 -1.20
C 6.275 0.772 2.588 0.44
C 7.113 1.048 1.465 -0.52
C 8.019 2.137 1.410 -0.72
C 8.080 3.036 2.508 -0.45
C 7.232 2.791 3.628 -0.74
C 6.352 1.678 3.687 0.01
C 3.040 -1.534 2.502 -1.43
C 2.177 -1.419 1.189 -0.86
C 1.515 0.008 1.190 0.00
C 0.356 0.121 0.142 -0.98
C -1.025 0.465 0.751 0.25
O -1.845 0.960 0.057 -0.41
F -1.340 0.196 2.054 -0.27
H 1.026 4.457 0.679 0.52
H 4.261 1.820 0.160 0.55
H 4.187 0.052 0.102 0.50
H 2.650 0.121 -1.537 0.08
H 3.802 1.162 -1.933 0.42
H 2.452 1.379 3.221 0.46
H 3.930 1.990 2.464 0.66
H 3.614 0.724 5.044 0.49
H 3.554 -2.264 5.185 0.27
H 4.987 -1.291 5.952 0.29
H 5.764 -1.237 3.175 0.57
H 5.450 -0.904 1.469 0.61
H 7.055 0.374 0.590 0.33
H 8.672 2.292 0.534 0.37
H 8.760 3.902 2.456 0.38
H 7.270 3.496 4.473 0.38
H 5.744 1.520 4.590 0.39
H 2.379 -1.911 3.314 0.40
H 3.797 -2.334 2.330 0.35
H 2.757 -1.624 0.267 0.17
H 1.313 -2.118 1.232 0.62
H 1.035 0.088 2.194 0.57
H 0.526 0.839 -0.680 0.46
H 0.236 -0.880 -0.338 0.48
C -3.508 3.690 -1.424 -0.59
O -3.821 3.047 -2.640 -0.25
C -4.227 1.697 -2.453 -0.20
C -5.126 1.248 -3.591 -0.49
O -6.466 1.714 -3.478 -0.47
C -6.683 3.102 -3.715 -0.34
C -6.547 3.500 -5.172 -0.57
O -5.178 3.612 -5.536 -0.25
C -4.966 3.395 -6.915 -0.79
H -2.654 3.202 -0.942 0.05
H -3.252 4.726 -1.644 0.30
H -4.374 3.685 -0.752 0.35
H -4.759 1.580 -1.502 0.29
H -3.321 1.078 -2.437 0.20
H -5.198 0.158 -3.548 0.42
H -4.703 1.500 -4.565 0.18
H -6.054 3.715 -3.068 0.12
H -7.718 3.283 -3.416 0.41
H -7.014 4.481 -5.330 0.41
H -7.052 2.757 -5.800 0.36
H -5.315 2.398 -7.205 0.34
H -3.895 3.452 -7.105 0.23
H -5.477 4.159 -7.510 0.32
C -6.372 -1.962 7.918 -0.79
O -5.438 -1.276 7.109 -0.26
C -4.104 -1.446 7.560 -0.63
C -3.127 -1.277 6.411 -0.27
O -3.035 -2.421 5.565 -0.49
C -4.153 -2.679 4.719 -0.46
C -4.286 -1.699 3.570 -0.21
O -4.856 -0.478 4.017 -0.30
C -4.478 0.618 3.211 -0.54
H -6.366 -1.561 8.937 0.33
H -7.362 -1.820 7.485 0.24
H -6.154 -3.035 7.934 0.34
H -3.969 -2.436 8.009 0.35
H -3.909 -0.677 8.319 0.41
H -2.128 -1.156 6.838 0.41
H -3.335 -0.376 5.831 0.12
H -5.075 -2.755 5.296 0.15
H -3.964 -3.668 4.292 0.43
H -4.953 -2.116 2.805 0.44
H -3.297 -1.522 3.128 0.02
H -3.390 0.730 3.208 0.10
H -4.914 1.520 3.639 0.31
H -4.847 0.492 2.188 0.31
C 2.199 -5.721 -5.908 -0.79
O 1.642 -4.432 -5.739 -0.26
C 1.167 -4.215 -4.422 -0.67
C 1.177 -2.734 -4.091 -0.30
O 2.471 -2.230 -3.758 -0.36
C 3.399 -2.110 -4.837 -0.40
C 3.073 -0.983 -5.799 -0.58
O 2.033 -1.367 -6.681 -0.27
C 1.299 -0.262 -7.170 -0.77
H 1.438 -6.492 -5.753 0.32
H 2.579 -5.794 -6.926 0.24
H 3.036 -5.873 -5.217 0.34
H 1.783 -4.755 -3.694 0.35
H 0.137 -4.592 -4.373 0.42
H 0.573 -2.590 -3.191 0.33
H 0.715 -2.139 -4.880 0.19
H 3.523 -3.062 -5.354 0.16
H 4.358 -1.878 -4.365 0.41
H 3.957 -0.752 -6.406 0.42
H 2.785 -0.090 -5.229 0.33
H 0.852 0.299 -6.341 0.32
H 0.496 -0.642 -7.799 0.24
H 1.941 0.396 -7.764 0.32
```

For the orbital gap, the calculation gives 7.700 eV. Its spin multiplicity is 1. For the HOMO energy, the calculation gives -10.4570 eV. The total charge is +1. The largest force on an atom is 0.05141 hartree/bohr. Its electronic energy is -65594.8819 eV.

---

No. 2
Below is 2 unconnected molecules or ions with the total composition C5H9NO, with properties calculated with wB97M-V/def2-TZVPD.

Structure (XYZ):
```
16
Properties=species:S:1:pos:R:3:nbo_charge:R:1
C 0.325 -2.509 -0.852 -0.25
C 0.218 -0.017 0.269 -0.30
C -0.382 -0.148 1.654 -0.61
C 0.985 1.290 -0.066 -0.20
N -0.063 1.568 -1.043 -0.62
C -0.762 0.414 -0.836 0.68
O -1.758 -0.050 -1.332 -0.59
H -0.735 -2.532 -0.511 0.10
H 0.793 -0.927 0.016 0.24
H 0.191 -2.039 -1.853 0.10
H 0.386 -0.357 2.405 0.22
H -1.111 -0.963 1.674 0.23
H -0.897 0.778 1.929 0.21
H 1.023 2.006 0.762 0.19
H 1.982 1.173 -0.507 0.20
H -0.194 2.312 -1.709 0.41
```

For the orbital gap, the calculation gives 8.705 eV. Its spin multiplicity is 1. For the HOMO energy, the calculation gives -9.3323 eV. The largest force on an atom is 0.00704 hartree/bohr. Its electronic energy is -8863.6805 eV.